(1)
Molecular formula: C35H52AsGdO2P3
Method: DFT, wB97M-V/def2-TZVPD

Last column: Löwdin spin population.
Geometry (Å):
1 Gd 0.9593 0.7450 -0.4769  6.8097
2 P 0.6008 3.7066 -0.6058  -0.0083
3 P -0.8598 0.4238 -2.6949  0.0246
4 P 2.5180 0.1339 1.8876  0.0430
5 H 1.3715 -3.4341 -3.7481  0.0000
6 C 1.8522 -3.6035 -2.7804  0.0007
7 C 1.1659 -4.0907 -1.7360  0.0006
8 H 0.0885 -4.2853 -1.8010  0.0000
9 C 1.6667 3.7048 -2.1021  -0.0006
10 C -0.9113 4.4517 -1.2468  -0.0002
11 C 1.4924 4.8905 0.4212  -0.0005
12 C -1.0568 -1.3958 -2.7816  0.0020
13 C -2.5921 1.0172 -2.7310  0.0070
14 C -0.2360 0.7851 -4.3767  0.0046
15 C 2.6378 -1.6963 2.0387  0.0062
16 C 2.1191 0.5583 3.6205  0.0077
17 C 4.2900 0.5927 1.8235  0.0095
18 H 2.9336 -3.4443 -2.7334  0.0000
19 H 1.6606 -4.4118 -0.8092  0.0000
20 H 1.6232 4.7285 -2.5146  0.0001
21 H 1.3319 3.0081 -2.8799  0.0001
22 H 2.7177 3.4967 -1.8548  0.0004
23 H -0.7992 5.5447 -1.2337  0.0000
24 H -1.7779 4.1737 -0.6334  0.0000
25 H -1.0955 4.1199 -2.2726  -0.0001
26 H 1.4279 5.8672 -0.0761  -0.0001
27 H 2.5522 4.6009 0.4756  0.0000
28 H 1.0752 4.9621 1.4303  0.0000
29 H -1.6084 -1.6482 -3.6989  0.0006
30 H -1.6195 -1.7685 -1.9147  0.0001
31 H -0.0865 -1.9143 -2.7944  0.0002
32 H -3.0484 0.8430 -3.7172  0.0014
33 H -2.6096 2.0949 -2.5149  0.0001
34 H -3.1924 0.5187 -1.9570  0.0000
35 H -0.9990 0.5109 -5.1193  0.0011
36 H 0.6845 0.2106 -4.5590  0.0000
37 H -0.0043 1.8561 -4.4638  0.0001
38 H 3.4085 -1.9570 2.7811  0.0014
39 H 2.8973 -2.1400 1.0666  0.0001
40 H 1.6705 -2.1080 2.3615  0.0000
41 H 2.8717 0.1437 4.3065  0.0019
42 H 1.1291 0.1677 3.8873  0.0000
43 H 2.1005 1.6512 3.7224  0.0000
44 H 4.8441 0.0519 2.6059  0.0020
45 H 4.3859 1.6755 1.9880  0.0000
46 H 4.7144 0.3497 0.8395  0.0003
47 C 3.7533 -0.3212 -1.9428  0.0052
48 C 4.0716 0.7149 -2.8509  0.0149
49 C 5.4031 1.0508 -3.0531  0.0003
50 C 6.4224 0.2275 -2.5634  0.0263
51 C 6.0957 -0.9228 -1.8374  -0.0008
52 C 4.7645 -1.2496 -1.5829  0.0203
53 O 2.5391 -0.3799 -1.3846  0.0369
54 H 0.0145 2.6056 0.2524  -0.0071
55 H 3.2453 1.2801 -3.2957  0.0011
56 H 5.6270 1.9713 -3.5961  -0.0005
57 H 7.4606 0.4914 -2.8093  0.0011
58 H 6.8932 -1.5596 -1.4636  -0.0004
59 H 4.4944 -2.1763 -1.0795  0.0007
60 O -0.6769 -0.0104 0.6304  -0.0125
61 As -2.1386 -0.6908 1.3350  -0.0007
62 C -2.1267 -0.4608 3.2449  0.0000
63 C -1.4274 0.5960 3.8393  -0.0001
64 C -1.5054 0.7824 5.2273  0.0000
65 C -2.2989 -0.0618 6.0129  0.0000
66 C -3.0301 -1.0929 5.4099  0.0000
67 C -2.9479 -1.2926 4.0244  0.0000
68 C -3.6243 0.3352 0.6599  0.0000
69 C -3.5489 1.7367 0.6814  -0.0001
70 C -4.6283 2.4934 0.2168  0.0001
71 C -5.7965 1.8619 -0.2233  0.0000
72 C -5.9024 0.4677 -0.1615  0.0000
73 C -4.8263 -0.2993 0.3077  0.0000
74 C -2.0418 -2.5552 0.9304  -0.0003
75 C -1.1896 -3.3532 1.7109  -0.0001
76 C -1.1252 -4.7337 1.4773  0.0000
77 C -1.9102 -5.3126 0.4723  0.0000
78 C -2.7762 -4.5172 -0.2865  0.0000
79 C -2.8377 -3.1351 -0.0664  -0.0001
80 H -0.8224 1.2644 3.2219  0.0000
81 H -0.9426 1.5900 5.7003  0.0000
82 H -2.3561 0.0864 7.0927  0.0000
83 H -3.6644 -1.7465 6.0091  0.0000
84 H -3.5175 -2.0951 3.5521  0.0000
85 H -2.6533 2.2328 1.0614  0.0000
86 H -4.5623 3.5822 0.2002  0.0000
87 H -6.6340 2.4525 -0.5918  0.0000
88 H -6.8197 -0.0323 -0.4732  0.0000
89 H -4.9273 -1.3815 0.4070  0.0000
90 H -0.5938 -2.9019 2.5062  0.0000
91 H -0.4548 -5.3540 2.0782  0.0000
92 H -1.8592 -6.3904 0.2944  0.0000
93 H -3.4039 -4.9683 -1.0595  0.0000
94 H -3.5084 -2.5155 -0.6628  0.0000

Atoms 1-3, force components in eV/Å:
Gd 1.701 -2.583 -0.443
P -1.021 2.760 -0.174
P -0.524 -0.520 -0.974

As for the total charge: +3. Its expectation value of S² is 16.076. The value obtained for the gap between HOMO and LUMO (alpha / beta) is 0.1837 / 0.1395 hartree. The multiplicity is 8. The HOMO energy (alpha / beta) is -14.8 / -14.6 eV.

***

(2)
Molecular formula: C35H52AsP3SeTm
Method: DFT, wB97M-V/def2-TZVPD

Last column: Löwdin spin population.
Geometry (Å):
1 Tm -0.2806 1.0720 0.1897  2.0146
2 P 1.2621 -0.9318 -2.8394  0.0001
3 P 2.5615 1.1845 0.0188  -0.0029
4 P -2.2754 0.4515 -1.6850  -0.0024
5 H -0.4822 4.8749 2.7277  0.0000
6 C -1.3937 4.3045 2.4375  -0.0004
7 C -1.4195 2.9816 2.1336  -0.0005
8 H -0.4509 2.6563 1.6535  -0.0003
9 C 1.7321 -0.0338 -4.3607  0.0000
10 C 2.7836 -1.8747 -2.4012  -0.0001
11 C 0.0071 -2.1346 -3.4589  -0.0001
12 C 2.7569 2.6637 1.1251  0.0006
13 C 3.7175 0.1987 1.0562  0.0000
14 C 3.8659 1.8146 -1.1271  -0.0013
15 C -3.2532 1.7605 -0.8741  0.0005
16 C -3.4557 -0.9210 -1.6169  -0.0007
17 C -2.5929 0.8957 -3.4173  -0.0004
18 H -2.3626 4.8404 2.4820  -0.0001
19 H -2.2385 2.2720 2.2566  0.0000
20 H 2.1954 -0.6312 -5.1626  0.0000
21 H 2.4271 0.7620 -4.0765  0.0000
22 H 0.8381 0.4526 -4.7667  0.0000
23 H 3.3231 -2.4246 -3.1977  0.0000
24 H 2.5915 -2.6004 -1.5900  0.0000
25 H 3.4820 -1.1405 -1.9642  0.0000
26 H 0.3516 -3.0745 -3.9090  0.0000
27 H -0.6816 -1.6619 -4.1845  0.0000
28 H -0.6157 -2.3725 -2.5857  0.0000
29 H 3.8519 2.8395 1.1799  0.0001
30 H 2.3944 2.4694 2.1443  0.0000
31 H 2.2807 3.5551 0.7085  0.0000
32 H 4.6688 0.7446 1.0277  0.0000
33 H 3.8697 -0.8118 0.6541  0.0000
34 H 3.3672 0.1658 2.0937  0.0000
35 H 4.7119 2.0952 -0.4669  -0.0002
36 H 3.5356 2.7020 -1.6794  0.0000
37 H 4.2358 1.0373 -1.8097  0.0000
38 H -4.1828 1.7469 -1.4412  0.0001
39 H -2.8034 2.7530 -0.9629  0.0001
40 H -3.4966 1.5573 0.1754  0.0001
41 H -4.4145 -0.5073 -1.9732  -0.0001
42 H -3.5604 -1.3290 -0.6090  0.0000
43 H -3.1356 -1.7207 -2.2941  0.0000
44 H -3.6692 1.1779 -3.4634  -0.0001
45 H -2.4547 0.0280 -4.0908  0.0000
46 H -1.9993 1.7295 -3.7666  0.0000
47 C -0.4335 4.9739 -1.5469  -0.0003
48 C -0.7325 5.6411 -0.3454  -0.0002
49 C -1.6630 6.6568 -0.3147  0.0000
50 C -1.9198 7.3324 -1.5351  -0.0001
51 C -1.5422 6.7247 -2.7607  0.0000
52 C -0.8876 5.4745 -2.7671  -0.0001
53 Se 0.6119 3.2273 -1.4194  -0.0014
54 H -0.0235 3.1997 0.0158  -0.0002
55 H -0.3468 5.2815 0.5870  0.0000
56 H -2.1663 6.9527 0.6153  0.0000
57 H -2.4188 8.3227 -1.5048  0.0000
58 H -1.7471 7.1509 -3.7115  0.0000
59 H -0.7131 4.9144 -3.7148  0.0000
60 C 3.2348 -5.3553 0.2971  -0.0001
61 C 2.1498 -5.2444 -0.5656  0.0000
62 C 1.2442 -4.1760 -0.4073  -0.0001
63 C 1.3145 -3.3088 0.6957  -0.0006
64 C 2.4019 -3.4760 1.5739  -0.0002
65 C 3.3700 -4.4747 1.3777  0.0000
66 As 0.0201 -1.8394 0.9942  -0.0023
67 C -1.6856 -2.7516 1.1478  -0.0007
68 C -2.6489 -2.2572 2.0523  -0.0002
69 C -3.9216 -2.8424 2.1286  0.0000
70 C -4.2245 -3.9727 1.3328  -0.0002
71 C -3.2592 -4.4577 0.4388  0.0000
72 C -1.9917 -3.8563 0.3501  -0.0002
73 C 0.2989 -1.8438 2.9504  0.0001
74 C 0.1651 -3.0187 3.6993  0.0000
75 C 0.3860 -3.0107 5.0810  0.0000
76 C 0.7859 -1.8107 5.7154  0.0000
77 C 0.8785 -0.6249 4.9697  0.0000
78 C 0.6542 -0.6475 3.5756  0.0002
79 H 3.9824 -6.1348 0.1240  0.0000
80 H 2.0052 -5.9722 -1.3765  0.0000
81 H 0.4808 -4.0204 -1.1659  0.0000
82 H 2.5049 -2.8313 2.4597  0.0000
83 H 4.2278 -4.5744 2.0558  0.0000
84 H -2.4170 -1.4056 2.7048  0.0000
85 H -4.6885 -2.4607 2.8172  0.0000
86 H -5.2152 -4.4309 1.3903  0.0000
87 H -3.4884 -5.3335 -0.1746  0.0000
88 H -1.2512 -4.2707 -0.3223  0.0000
89 H -0.1333 -3.9662 3.2436  0.0000
90 H 0.2752 -3.9154 5.6933  0.0000
91 H 1.0022 -1.7815 6.7980  0.0000
92 H 1.1540 0.3191 5.4528  0.0000
93 H 0.7781 0.2778 3.0053  0.0002

Atoms 1-3, force components in eV/Å:
Tm 0.346 -2.389 -1.428
P -0.024 -0.149 -0.161
P 1.813 1.157 1.286

As for the total charge: +3. Its expectation value of S² is 2.002. The value obtained for the gap between HOMO and LUMO (alpha / beta) is 0.2216 / 0.2239 hartree. The multiplicity is 3. The HOMO energy (alpha / beta) is -15.9 / -15.9 eV.

***

(3)
Molecular formula: C35H52BClN11OPbS
Method: DFT, wB97M-V/def2-TZVPD

Last column: Löwdin charge in e.
Geometry (Å):
1 Pb 1.7810 -1.7277 -2.1177  1.3553
2 C -1.7693 -1.1715 -3.4486  -0.0203
3 C -1.6304 -1.7464 -2.0775  -0.3332
4 C -2.6536 -2.0784 -1.1871  0.0306
5 C -2.0470 -2.7702 -0.1537  -0.2588
6 C -2.6764 -3.3996 1.0425  -0.0089
7 N -0.7252 -2.8206 -0.4058  0.0382
8 N -0.4672 -2.1668 -1.5751  -0.0570
9 B 0.2726 -3.8993 0.1031  -0.5174
10 N 0.7369 -4.7421 -1.1073  0.0289
11 N 1.4501 -4.1865 -2.1256  -0.0501
12 C 1.7019 -5.1475 -3.0073  -0.3372
13 C 2.4644 -4.8801 -4.2621  -0.0270
14 C 1.1472 -6.3520 -2.5590  0.0282
15 C 0.5431 -6.0541 -1.3536  -0.2578
16 C -0.2049 -6.9578 -0.4325  -0.0091
17 N 1.5202 -3.2754 0.7680  0.0340
18 N 2.3583 -2.4956 0.0398  -0.0705
19 C 3.4920 -2.3566 0.7211  -0.3576
20 C 4.6549 -1.5839 0.1978  -0.0353
21 C 3.3893 -3.0699 1.9210  0.0134
22 C 2.1292 -3.6412 1.9118  -0.2602
23 C 1.4937 -4.5266 2.9301  -0.0068
24 H -2.7975 -0.8570 -3.6152  0.0809
25 H -1.5309 -1.9362 -4.1906  0.0904
26 H -1.1140 -0.3211 -3.6151  0.0488
27 H -3.7054 -1.8791 -1.3052  0.1183
28 H -3.7298 -3.1315 1.0817  0.0865
29 H -2.1996 -3.0646 1.9637  0.0890
30 H -2.6006 -4.4864 1.0066  0.0795
31 H -0.2783 -4.5935 0.8986  0.1125
32 H 2.8008 -3.8436 -4.3058  0.0469
33 H 1.8495 -5.0744 -5.1411  0.0869
34 H 3.3436 -5.5207 -4.3267  0.0869
35 H 1.1798 -7.3122 -3.0452  0.1167
36 H -0.2349 -7.9605 -0.8527  0.0864
37 H -1.2305 -6.6172 -0.2876  0.0833
38 H 0.2707 -7.0125 0.5470  0.0793
39 H 4.3792 -0.9678 -0.6567  0.0349
40 H 5.4535 -2.2649 -0.1002  0.0922
41 H 5.0551 -0.9146 0.9602  0.0773
42 H 4.1384 -3.1729 2.6884  0.1172
43 H 2.1506 -4.6212 3.7920  0.0865
44 H 1.3123 -5.5233 2.5280  0.0810
45 H 0.5368 -4.1266 3.2653  0.0871
46 C 4.6052 2.9093 1.4432  -0.0447
47 N 4.1273 1.7194 2.1066  -0.1578
48 C 4.5073 1.4281 3.4841  -0.1247
49 C 3.7144 0.1489 3.7936  -0.1327
50 N 2.7580 0.1226 2.6980  0.0279
51 C 3.0777 0.9806 1.7118  -0.8256
52 S 2.2730 1.0795 0.2373  0.6623
53 H 5.6953 2.9159 1.4397  0.0937
54 H 4.2466 3.8056 1.9570  0.0949
55 H 4.2372 2.9106 0.4209  0.0532
56 H 4.2254 2.2575 4.1363  0.0936
57 H 5.5850 1.2823 3.5619  0.1255
58 H 3.2115 0.1991 4.7580  0.1123
59 H 4.3534 -0.7379 3.7784  0.1080
60 H 2.1482 -0.6522 2.5067  0.1182
61 C -4.9493 3.7133 -1.6488  -0.0396
62 C -3.5949 3.0072 -1.5020  -0.4901
63 C -3.7091 1.9934 -0.3584  -0.0254
64 C -3.3510 2.2246 -2.8020  -0.0312
65 C -2.4626 4.0671 -1.2594  -0.4240
66 O -2.1193 4.7004 -2.4917  -0.0039
67 C -2.8556 5.2164 -0.2996  -0.1115
68 C -3.2055 4.9674 1.1749  -0.1239
69 C -2.0560 4.4863 2.0273  -0.2424
70 C -2.1083 3.2707 2.6999  -0.0439
71 C -1.0301 2.8099 3.4441  -0.0926
72 C 0.1119 3.5853 3.5184  -0.6499
73 Cl 1.4700 3.0261 4.4543  0.7037
74 C 0.1863 4.8134 2.8824  -0.0888
75 C -0.8995 5.2545 2.1457  -0.0350
76 C -1.1326 3.4940 -0.7441  -0.0369
77 N -0.4380 2.5430 -1.5965  -0.0880
78 C -0.2832 1.2356 -1.3995  -0.2771
79 N 0.5170 0.7289 -2.3193  -0.0799
80 C 0.8558 1.8223 -3.0589  -0.2091
81 N 0.3077 2.9389 -2.6489  0.1518
82 H -5.7092 2.9834 -1.9319  0.0921
83 H -4.9305 4.4731 -2.4340  0.0925
84 H -5.2780 4.1859 -0.7226  0.0830
85 H -4.5378 1.3134 -0.5668  0.0936
86 H -3.9083 2.4630 0.6037  0.0574
87 H -2.8126 1.3812 -0.2550  0.0662
88 H -4.1874 1.5393 -2.9599  0.0889
89 H -2.4405 1.6293 -2.7660  0.0573
90 H -3.2816 2.8853 -3.6629  0.0917
91 H -2.8432 5.2768 -2.7602  0.1019
92 H -3.7011 5.7347 -0.7576  0.1158
93 H -2.0238 5.9243 -0.3440  0.1217
94 H -4.0485 4.2829 1.2726  0.0969
95 H -3.5537 5.9248 1.5725  0.1296
96 H -3.0056 2.6657 2.6468  0.1115
97 H -1.0785 1.8641 3.9659  0.1071
98 H 1.0794 5.4163 2.9710  0.1088
99 H -0.8399 6.2174 1.6516  0.1240
100 H -1.2616 3.0101 0.2205  0.1198
101 H -0.4482 4.3307 -0.6123  0.1443
102 H -0.7410 0.6919 -0.5898  0.1243
103 H 1.5232 1.7902 -3.9045  0.1159

Atoms 1-3, force components in eV/Å:
Pb -0.059 -0.041 -0.071
C 0.005 0.005 0.005
C -0.023 0.004 0.006

As for the total charge: +1. The value obtained for the gap between HOMO and LUMO is 0.3133 hartree. The HOMO energy is -10.6 eV.